Record 1
{"formula": "C5H6S3", "method": "wB97M-V/def2-TZVPD", "species": ["S", "C", "S", "C", "C", "C", "C", "S", "H", "H", "H", "H", "H", "H"], "coordinates": [[0.62769, -1.62343, -2.57197], [0.16297, -0.27518, -1.99374], [-0.41813, 1.30755, -2.45311], [-0.37095, 1.60552, -0.70792], [0.29333, 0.29912, -0.30238], [-0.11446, -0.11205, 1.14379], [0.11617, -1.52855, 1.63425], [-1.59072, -1.01284, 1.54338], [-1.40881, 1.85296, -0.40948], [0.20567, 2.39304, -0.46643], [1.39686, 0.37643, -0.38834], [0.11687, 0.84068, 1.68063], [0.36039, -2.29857, 0.79591], [0.62313, -1.82468, 2.49541]], "forces_ev_per_a": [[0.6, -2.1, -1.5], [-1.0, 2.3, 4.5], [0.3, -0.6, -1.2], [-2.2, -1.2, -0.4], [-0.3, -0.8, -2.0], [1.3, 0.0, -1.6], [0.1, -0.7, -3.5], [-0.6, 0.1, 0.3], [0.6, -0.7, 0.4], [2.0, 3.0, 0.8], [-0.5, 0.3, 0.6], [-0.2, -1.3, 0.5], [-0.3, 1.6, 1.3], [0.3, 0.2, 1.8]], "e_above_lowest_ev": 2.8255, "e_tot_ha": -1388.5720, "smiles": "S=C1SC[C@H]1[C@@H]1CS1", "homo_lumo_gap_ha": 0.314}

***

Record 2
{"formula": "C23H25ClN2O4S", "method": "wB97M-V/def2-TZVPD", "species": ["C", "C", "C", "N", "C", "S", "C", "C", "C", "C", "C", "C", "O", "C", "C", "O", "C", "O", "C", "Cl", "C", "C", "O", "N", "C", "C", "C", "C", "C", "C", "C", "H", "H", "H", "H", "H", "H", "H", "H", "H", "H", "H", "H", "H", "H", "H", "H", "H", "H", "H", "H", "H", "H", "H", "H", "H"], "coordinates": [[3.78807, 4.97152, 0.20095], [3.93604, 3.47129, 0.40991], [3.59086, 2.69343, -0.86249], [3.81721, 1.29894, -0.65894], [2.88882, 0.46902, -0.56692], [1.11161, 0.79440, -0.70833], [0.74360, -0.89354, -0.46563], [-0.45245, -1.51572, -0.45442], [-1.78119, -0.99610, -0.63350], [-2.08571, 0.35549, -0.83474], [-3.38813, 0.75705, -0.98825], [-4.46975, -0.13811, -0.96154], [-5.66146, 0.47085, -1.16124], [-6.90922, -0.12761, -0.89225], [-7.13848, -0.34403, 0.61091], [-8.28909, -1.15476, 0.73691], [-7.37072, 1.00007, 1.32189], [-8.56408, 1.59390, 0.88895], [-4.16225, -1.49156, -0.77924], [-5.34716, -2.77150, -0.75956], [-2.84972, -1.89558, -0.61209], [1.97874, -1.67563, -0.26302], [2.01904, -2.87035, -0.07026], [3.08541, -0.86359, -0.32691], [4.41022, -1.38031, -0.20358], [5.24217, -1.34437, -1.31147], [6.52374, -1.85428, -1.22592], [6.96468, -2.40002, -0.03248], [6.12974, -2.42480, 1.06929], [4.83971, -1.91194, 1.01047], [3.94531, -1.93483, 2.20944], [4.45336, 5.31499, -0.58787], [4.03325, 5.50611, 1.11524], [2.76649, 5.21905, -0.07916], [3.27441, 3.14117, 1.21382], [4.96032, 3.22863, 0.69694], [4.25319, 3.01220, -1.67272], [2.54751, 2.89652, -1.15175], [-0.38416, -2.58544, -0.28633], [-1.30065, 1.09292, -0.86441], [-3.62944, 1.79707, -1.14152], [-7.64202, 0.59644, -1.25951], [-7.05065, -1.07133, -1.42288], [-6.25863, -0.83837, 1.04724], [-8.38348, -1.42669, 1.65678], [-6.55777, 1.69165, 1.09274], [-7.39880, 0.83344, 2.41172], [-9.21041, 0.88278, 0.76842], [-2.65229, -2.94768, -0.47165], [4.87818, -0.91651, -2.23287], [7.17219, -1.82971, -2.08823], [7.96308, -2.80463, 0.04108], [6.48234, -2.84637, 1.99937], [4.51337, -2.16245, 3.10749], [3.44849, -0.97394, 2.34050], [3.17659, -2.69716, 2.08163]], "forces_ev_per_a": [[0.0, -0.2, 0.1], [-0.1, 0.1, -0.3], [-0.2, 0.3, 0.2], [0.4, -0.6, 0.1], [-0.7, 1.1, -0.2], [0.4, 0.2, 0.0], [-0.9, -0.1, 0.0], [1.1, 0.0, 0.1], [-0.7, 0.1, -0.1], [0.0, -0.2, 0.0], [-0.2, -0.1, 0.0], [0.4, 0.1, 0.0], [0.3, 0.0, -0.1], [-0.8, -0.4, 0.2], [0.5, 0.7, 0.0], [-0.3, -0.2, -0.1], [0.2, -0.5, 0.1], [-0.4, 0.1, -0.2], [-0.3, 0.0, 0.0], [0.0, 0.0, 0.0], [0.4, 0.3, 0.0], [-0.1, -0.6, 0.1], [0.1, 0.1, 0.0], [0.4, -0.7, 0.1], [0.4, -0.3, 0.0], [-0.1, -0.1, 0.1], [0.0, 0.0, -0.1], [0.0, 0.0, 0.0], [0.0, 0.0, 0.0], [-0.1, 0.1, -0.1], [-0.1, -0.1, 0.0], [0.1, 0.1, -0.1], [0.0, 0.1, 0.0], [-0.1, 0.1, 0.0], [0.0, -0.1, 0.0], [0.0, -0.1, 0.0], [-0.1, 0.1, 0.0], [0.1, 0.2, -0.1], [0.1, 0.0, 0.0], [-0.1, 0.1, 0.0], [0.0, 0.1, 0.0], [0.1, -0.1, 0.0], [0.0, 0.2, 0.0], [-0.1, 0.1, -0.1], [0.0, 0.0, -0.1], [0.0, -0.1, 0.1], [0.1, 0.0, -0.1], [0.1, 0.1, 0.1], [0.0, -0.1, 0.0], [0.0, 0.0, -0.1], [0.1, 0.0, -0.1], [0.1, 0.0, 0.0], [0.0, 0.0, 0.1], [0.0, 0.0, 0.1], [0.0, 0.0, 0.1], [0.0, 0.0, 0.1]], "e_above_lowest_ev": 0.4152, "e_tot_ha": -2160.2912, "smiles": "CCC/N=C1\\S/C(=C\\c2ccc(OC[C@H](O)CO)c(Cl)c2)C(=O)N1c1ccccc1C", "homo_lumo_gap_ha": 0.288}

***

Record 3
{"formula": "C18H40N5OP3Sm", "method": "wB97M-V/def2-TZVPD", "species": ["Sm", "P", "P", "P", "H", "C", "C", "H", "C", "C", "C", "C", "C", "C", "C", "C", "C", "H", "H", "H", "H", "H", "H", "H", "H", "H", "H", "H", "H", "H", "H", "H", "H", "H", "H", "H", "H", "H", "H", "H", "H", "H", "H", "H", "H", "H", "C", "C", "C", "C", "C", "C", "O", "H", "H", "H", "H", "H", "H", "N", "N", "N", "C", "N", "N", "H", "H", "H"], "coordinates": [[-0.42425, 0.15667, -0.19458], [-1.98256, 1.08824, 2.13852], [-0.75907, -2.45056, 1.01923], [0.07486, 2.69527, -1.50181], [-1.19622, -2.00254, -2.28999], [-0.60230, -1.10530, -2.49002], [0.74820, -1.03575, -2.22427], [1.27777, -1.81585, -1.65500], [-3.69805, 0.88828, 1.52826], [-2.13803, 0.38322, 3.81680], [-2.03788, 2.89403, 2.39961], [0.05610, -3.77947, 0.05701], [-0.01241, -2.73318, 2.66375], [-2.47840, -3.07666, 1.25019], [0.79025, 2.62326, -3.18141], [0.76908, 4.18904, -0.72544], [-1.54886, 3.39472, -1.96865], [-1.11509, -0.35419, -3.10173], [1.37687, -0.20015, -2.56953], [-4.39900, 1.29414, 2.26595], [-3.85674, -0.18927, 1.39972], [-3.85319, 1.45273, 0.59450], [-2.81870, 0.98476, 4.43508], [-1.15160, 0.34095, 4.30059], [-2.53171, -0.63824, 3.71972], [-2.72087, 3.16372, 3.21544], [-2.37626, 3.34229, 1.45352], [-1.02650, 3.24917, 2.63111], [-0.51751, -4.70656, 0.17264], [1.08439, -3.93944, 0.41043], [0.09443, -3.49516, -1.00161], [-0.20934, -3.75078, 3.01898], [-0.38700, -2.01685, 3.40120], [1.07183, -2.59286, 2.59175], [-2.46289, -4.09279, 1.67142], [-2.96644, -3.08995, 0.26357], [-3.03464, -2.39730, 1.91600], [0.32409, 3.38928, -3.81734], [0.57821, 1.62302, -3.58825], [1.87514, 2.77797, -3.12308], [0.70215, 5.05480, -1.39616], [1.81405, 3.98531, -0.46970], [0.21888, 4.40488, 0.20001], [-1.47800, 4.28014, -2.61030], [-2.12526, 3.60093, -1.05758], [-2.04885, 2.59740, -2.51537], [-4.63305, 2.17562, -2.61640], [-5.94346, 2.23558, -2.11199], [-7.00381, 2.48564, -3.03391], [-6.75753, 2.72491, -4.40886], [-5.42843, 2.82028, -4.84366], [-4.39671, 2.65729, -3.90249], [-3.55056, 1.60083, -1.92925], [-3.79792, 0.94661, -1.24153], [-6.09123, 2.08993, -1.02384], [-8.04863, 2.52964, -2.67941], [-7.57155, 2.84860, -5.13210], [-5.17910, 3.03737, -5.88372], [-3.36629, 2.86876, -4.14002], [3.90854, -1.57522, 1.67612], [3.23060, -0.44434, 1.20266], [3.53219, 0.77193, 1.75726], [2.45799, 1.48120, 1.45427], [1.49977, 0.76872, 0.82757], [1.98414, -0.51558, 0.73594], [3.93470, -2.27387, 0.94130], [4.83052, -1.29689, 2.00428], [2.30752, 2.48793, 1.77751]], "forces_ev_per_a": [[-0.7, 0.8, 1.2], [-1.2, 0.6, 0.5], [-0.4, -1.2, 0.9], [-0.8, 1.9, -1.0], [0.2, 0.2, 0.3], [2.2, -0.5, -1.0], [-1.5, -0.6, -0.9], [-0.3, 0.2, -0.4], [0.2, -0.3, -0.2], [0.5, -0.3, 0.0], [0.8, 0.1, -0.3], [0.0, 0.2, -0.3], [0.2, 0.5, 0.1], [0.1, 0.4, -0.3], [0.4, -0.4, 0.2], [0.7, -0.4, 0.5], [-0.1, -0.6, 0.2], [0.2, 0.0, 0.2], [-0.4, -0.2, 0.1], [0.1, -0.2, -0.1], [-0.4, 0.2, -0.1], [0.0, -0.3, 0.3], [0.1, -0.1, -0.3], [-0.3, 0.0, 0.0], [0.1, 0.2, 0.2], [0.1, -0.1, -0.3], [0.1, 0.1, 0.4], [-0.3, 0.2, 0.0], [0.2, 0.1, -0.1], [-0.3, 0.1, -0.1], [-0.1, -0.4, 0.2], [0.0, 0.2, -0.2], [0.0, -0.2, -0.1], [-0.1, -0.1, 0.0], [0.0, 0.3, -0.1], [0.0, -0.1, 0.4], [0.1, -0.3, -0.2], [0.2, -0.2, 0.2], [0.2, 0.4, -0.2], [-0.2, -0.1, -0.2], [0.0, -0.3, 0.1], [0.0, 0.4, 0.0], [0.1, 0.0, -0.2], [0.3, -0.1, 0.3], [-0.1, 0.1, -0.4], [0.1, 0.5, 0.0], [-1.8, 0.2, -0.5], [0.0, -0.3, -0.5], [0.3, 0.3, 0.1], [0.4, -0.4, 0.7], [0.0, 0.3, 1.0], [0.2, -0.6, -0.2], [0.1, -0.9, 1.2], [-0.8, 0.8, -1.0], [-0.3, -0.1, -0.8], [0.8, -0.1, -0.1], [0.3, -0.1, 0.5], [-0.1, 0.1, 0.4], [0.2, -0.3, -0.6], [-0.7, 0.6, -0.8], [-1.5, 0.8, 1.9], [-0.7, -1.4, -1.5], [-0.1, -0.5, 0.2], [2.2, -1.3, 0.8], [1.4, 1.6, 0.1], [0.3, -0.1, 0.0], [0.0, 0.1, -0.1], [0.2, 0.5, 0.0]], "e_above_lowest_ev": 0.0000, "spin_multiplicity": 6, "e_tot_ha": -2739.8345, "total_charge": 3, "homo_lumo_gap_ha": [0.150, 0.179]}